(1)
Density functional theory data (ωB97M-V/def2-TZVPD) for a structure of composition C34H54F6N6O3S2Ti.

The calculation puts the energy relative to the best compared isomer or geometry (same formula, charge and spin) at 20.0 kJ/mol. The calculation puts the total energy at -112300.622 eV. Its net charge is +2. The value obtained for the HOMO-LUMO gap is 7.152 eV.

Each line ends with the Löwdin charge.
CARTESIAN COORDINATES (ANGSTROEM)
Ti1 -0.099 -1.305 -0.450  1.027
C1 3.714 -0.352 1.892  0.027
C2 2.333 -0.220 1.339  -0.233
N1 1.360 -1.012 1.610  0.042
N2 1.656 -2.061 2.437  0.010
C3 0.711 -2.696 3.178  -0.809
N3 1.126 -3.775 3.831  0.146
S1 -0.870 -2.135 3.327  0.770
C4 1.979 0.876 0.412  -0.210
C5 2.612 2.107 0.439  0.031
C6 2.166 3.112 -0.409  -0.004
C7 1.107 2.850 -1.259  -0.027
C8 0.533 1.590 -1.242  -0.142
N4 0.958 0.624 -0.424  -0.010
H1 3.701 -0.320 2.983  0.112
H2 4.374 0.425 1.520  0.089
H3 4.154 -1.305 1.585  0.098
H4 2.600 -2.425 2.417  0.135
H5 2.030 -4.196 3.684  0.122
H6 0.463 -4.259 4.414  0.121
H7 3.432 2.285 1.120  0.125
H8 2.645 4.083 -0.405  0.132
H9 0.738 3.594 -1.951  0.133
H10 -0.281 1.333 -1.907  0.125
C9 -3.027 -2.633 0.359  -0.049
O1 -1.593 -2.391 0.381  -0.371
H11 -3.319 -2.785 -0.670  0.059
H12 -3.546 -1.778 0.790  0.075
H13 -3.213 -3.533 0.940  0.114
H14 -1.335 -2.387 1.347  -0.060
C10 1.348 -4.211 -2.180  0.065
C11 1.316 -4.049 -0.666  -0.336
O2 0.942 -2.766 -0.257  -0.211
C12 2.722 -4.307 -0.066  -0.543
F1 3.507 -3.235 -0.266  0.158
F2 2.677 -4.488 1.276  0.140
F3 3.316 -5.364 -0.596  0.206
C13 0.306 -5.055 -0.054  -0.556
F4 0.772 -6.300 -0.112  0.202
F5 -0.854 -5.012 -0.715  0.172
F6 0.035 -4.768 1.228  0.154
H15 2.055 -3.510 -2.614  0.085
H16 0.360 -4.011 -2.588  0.093
H17 1.640 -5.225 -2.451  0.120
C14 -2.594 -3.313 -3.002  -0.046
C15 -2.655 -1.908 -3.599  -0.348
C16 -3.222 -0.852 -2.653  -0.051
C17 -1.335 -1.554 -4.256  -0.124
C18 -1.309 -1.604 -5.642  -0.011
C19 -0.147 -1.375 -6.350  -0.037
C20 1.006 -1.074 -5.662  -0.030
C21 1.067 -0.987 -4.267  -0.102
C22 2.434 -0.493 -3.786  -0.337
C23 3.018 -1.002 -2.475  -0.051
C24 2.483 1.035 -3.899  -0.032
C25 -0.135 -1.249 -3.579  -0.150
O3 -0.210 -1.229 -2.178  -0.192
H18 -3.581 -3.636 -2.666  0.094
H19 -1.909 -3.369 -2.156  0.043
H20 -2.254 -4.031 -3.749  0.100
H21 -3.367 -1.963 -4.427  0.134
H22 -2.670 -0.761 -1.721  -0.005
H23 -4.255 -1.096 -2.398  0.097
H24 -3.224 0.131 -3.126  0.096
H25 -2.224 -1.840 -6.169  0.126
H26 -0.139 -1.428 -7.430  0.121
H27 1.915 -0.886 -6.219  0.126
H28 3.123 -0.861 -4.550  0.133
H29 2.323 -0.998 -1.642  0.030
H30 3.869 -0.378 -2.195  0.095
H31 3.395 -2.014 -2.580  0.072
H32 1.784 1.515 -3.216  0.044
H33 2.224 1.355 -4.907  0.092
H34 3.486 1.400 -3.672  0.092
C26 -0.225 4.527 5.634  -0.101
C27 -0.559 3.077 5.965  -0.245
C28 -1.034 2.270 4.761  -0.190
C29 0.066 2.060 3.726  -0.173
N5 -0.404 1.288 2.574  0.034
C30 -1.119 1.663 1.530  -0.704
S2 -1.877 0.425 0.558  0.785
N6 -1.351 2.919 1.175  0.048
C31 -0.903 4.184 1.767  -0.167
C32 -1.537 5.363 1.038  -0.187
C33 -2.988 5.657 1.417  -0.242
C34 -3.996 4.581 1.028  -0.102
H35 0.044 5.081 6.532  0.081
H36 -1.085 5.032 5.187  0.074
H37 0.616 4.615 4.943  0.067
H38 -1.341 3.052 6.725  0.116
H39 0.309 2.585 6.415  0.113
H40 -1.885 2.773 4.287  0.114
H41 -1.395 1.289 5.078  0.119
H42 0.878 1.476 4.166  0.132
H43 0.503 2.999 3.395  0.091
H44 -0.418 0.278 2.720  0.025
H45 -1.968 3.001 0.380  0.103
H46 0.186 4.237 1.690  0.114
H47 -1.171 4.220 2.825  0.100
H48 -1.452 5.201 -0.044  0.116
H49 -0.930 6.244 1.256  0.121
H50 -3.270 6.600 0.945  0.115
H51 -3.040 5.837 2.494  0.112
H52 -3.927 4.335 -0.036  0.078
H53 -5.012 4.926 1.208  0.082
H54 -3.867 3.662 1.603  0.065

Force components x, y, z for each atom (eV/Å):
0.0907 0.4992 0.3020
0.0120 -0.0013 -0.0028
-0.0361 0.0018 0.0107
0.0614 -0.0673 -0.0550
0.1100 0.0388 0.0779
-0.1096 -0.0177 -0.0386
0.0494 0.0473 0.0102
0.0166 0.1539 0.0792
0.0248 0.0219 -0.0321
-0.0045 -0.0824 -0.0178
-0.0594 -0.0064 0.0036
-0.0439 -0.0031 0.0813
0.0129 0.0560 0.0524
0.0151 -0.0909 -0.1184
-0.0010 -0.0152 0.0178
-0.0025 0.0144 0.0201
-0.0077 -0.0067 -0.0082
-0.0430 -0.0054 -0.0213
-0.0060 0.0014 0.0046
0.0026 -0.0044 -0.0115
-0.0001 0.0092 0.0069
0.0058 0.0012 0.0053
0.0022 0.0095 -0.0044
0.0034 0.0195 0.0253
-0.0302 0.0862 0.0289
-0.1908 -0.4648 -0.2220
-0.0305 0.0048 0.0127
0.0007 -0.0219 -0.0137
0.0107 0.0152 -0.0125
0.0706 -0.0253 0.1558
0.0072 -0.0013 0.0373
-0.0588 -0.0581 0.0041
0.0864 -0.0169 -0.1223
0.0531 -0.0060 0.0430
0.0025 0.0364 -0.0573
0.0156 -0.0484 -0.0700
-0.0367 0.0561 0.0208
-0.0682 -0.0296 0.0779
0.0435 0.0343 -0.0283
-0.0116 0.0043 -0.0578
0.0217 -0.0158 -0.0190
0.0025 -0.0314 0.0101
-0.0180 0.0255 0.0047
-0.0218 0.0030 0.0130
0.0115 -0.0350 0.0290
-0.0472 0.0094 -0.0489
0.0073 0.0051 0.0029
0.1527 0.0507 0.0541
-0.0110 -0.0113 0.0394
0.0188 0.0073 -0.0555
0.0254 -0.0303 0.0130
-0.1194 -0.0483 -0.0021
0.0184 -0.0158 -0.0660
0.0094 0.0154 0.0883
-0.0462 0.0358 0.0322
-0.0765 -0.0187 -0.1049
-0.1060 0.1347 -0.0023
-0.0130 -0.0075 0.0108
0.0314 -0.0012 -0.0066
-0.0015 -0.0008 -0.0036
0.0316 0.0007 0.0217
0.0410 -0.0098 0.0086
-0.0041 -0.0061 0.0005
-0.0077 0.0113 -0.0142
-0.0063 -0.0055 -0.0019
-0.0051 -0.0007 -0.0103
-0.0003 0.0021 0.0011
-0.0241 0.0443 0.0226
-0.0391 0.0146 0.0370
0.0138 -0.0097 -0.0013
0.0291 -0.0797 0.0017
0.0903 -0.0765 -0.1297
0.0035 -0.0004 -0.0240
0.0221 0.0152 0.0056
0.0033 0.0240 0.0033
-0.0087 -0.0162 0.0394
-0.0115 -0.0378 -0.0390
0.0967 0.0759 0.0706
0.0882 -0.2708 0.0888
-0.1757 0.0551 -0.0896
0.2048 -0.0550 -0.1277
-0.0362 -0.0604 -0.0370
0.0112 0.0999 0.0550
0.0078 -0.0089 -0.0254
0.0187 0.0282 0.0106
-0.0232 -0.0100 0.0035
0.0071 -0.0017 0.0097
-0.0155 0.0113 -0.0003
0.0110 0.0043 -0.0085
-0.0067 0.0050 -0.0056
0.0146 0.0039 -0.0063
0.0069 -0.0005 0.0103
-0.0038 0.0004 0.0160
-0.0132 0.0090 0.0126
-0.0203 -0.0793 0.0344
-0.0899 0.0827 -0.0016
0.0201 0.0132 -0.0153
-0.0262 0.0239 -0.0244
0.0057 0.0193 -0.0691
-0.0009 0.0093 -0.0075
0.0036 -0.0134 0.0214
-0.0014 -0.0130 -0.0175
-0.0020 0.0022 0.0097
0.0033 0.0048 -0.0127
-0.0089 0.0002 0.0010
0.0011 -0.0143 0.0113

---

(2)
Density functional theory data (ωB97M-V/def2-TZVPD) for a structure of composition C34H55BaBrN3OP2 at a distorted geometry.

The calculation puts the energy relative to the best compared isomer or geometry (same formula, charge and spin) at 127.6 kJ/mol. The calculation puts the total energy at -131973.466 eV. Its net charge is +1. The value obtained for the HOMO-LUMO gap (alpha / beta) is 6.249 / 6.249 eV.

Each line ends with the Löwdin charge.
CARTESIAN COORDINATES (ANGSTROEM)
C1 2.628 -1.281 -1.123  -0.323
C2 1.545 0.574 -2.131  -0.312
C3 3.466 -1.413 -2.220  -0.015
C4 2.337 0.468 -3.265  -0.004
C5 3.309 -0.527 -3.281  -0.024
H1 4.181 -2.221 -2.207  0.117
H2 2.171 1.163 -4.075  0.118
H3 3.947 -0.617 -4.137  0.110
N1 1.781 -0.256 -1.108  0.007
P1 0.972 -2.728 0.823  0.889
P2 0.239 2.507 -0.302  0.978
C6 2.590 -2.253 0.084  -0.246
H4 3.032 -3.208 -0.223  0.081
H5 3.217 -1.843 0.894  0.081
C7 0.353 1.505 -1.995  -0.243
H6 0.358 2.277 -2.781  0.085
C8 -1.424 3.277 -0.175  -0.678
C9 1.747 3.425 -0.058  -0.706
C10 -0.060 -3.624 -0.395  -0.676
C11 1.149 -3.293 2.512  -0.718
C12 -2.491 2.412 0.556  -0.093
H7 -2.389 2.491 1.649  0.067
H8 -3.483 2.818 0.287  0.106
H9 -2.486 1.343 0.288  0.027
C13 -1.230 4.544 0.652  -0.092
H10 -0.954 4.312 1.688  0.078
H11 -0.486 5.217 0.214  0.074
H12 -2.192 5.059 0.672  0.098
C14 -1.892 3.595 -1.596  -0.074
H13 -2.536 4.479 -1.541  0.097
H14 -1.070 3.828 -2.283  0.063
H15 -2.488 2.778 -2.023  0.067
C15 1.729 4.010 1.383  -0.090
H16 1.128 3.415 2.089  0.052
H17 2.760 4.015 1.756  0.084
H18 1.372 5.045 1.386  0.076
C16 3.022 2.555 -0.201  -0.072
H19 2.946 1.583 0.300  0.031
H20 3.299 2.421 -1.253  0.084
H21 3.831 3.113 0.295  0.096
C17 1.710 4.506 -1.133  -0.083
H22 0.930 4.373 -1.896  0.063
H23 1.576 5.482 -0.656  0.081
H24 2.675 4.529 -1.643  0.085
C18 -0.237 -3.447 3.169  -0.061
H25 -0.082 -3.975 4.118  0.103
H26 -0.696 -2.473 3.395  0.060
H27 -0.941 -4.025 2.557  0.082
C19 1.991 -2.331 3.375  -0.085
H28 2.918 -2.002 2.892  0.069
H29 1.432 -1.451 3.715  0.063
H30 2.280 -2.901 4.270  0.101
C20 1.890 -4.612 2.345  -0.105
H31 2.621 -4.587 1.525  0.075
H32 2.443 -4.787 3.268  0.085
H33 1.210 -5.451 2.208  0.076
C21 0.344 -3.219 -1.820  -0.080
H34 1.366 -3.536 -2.058  0.090
H35 -0.347 -3.711 -2.520  0.105
H36 0.248 -2.139 -1.974  0.051
C22 -1.576 -3.314 -0.197  -0.082
H37 -1.970 -2.759 -1.062  0.060
H38 -2.128 -4.267 -0.112  0.094
H39 -1.809 -2.715 0.700  0.033
C23 0.233 -5.104 -0.188  -0.107
H40 1.309 -5.314 -0.208  0.083
H41 -0.207 -5.504 0.733  0.076
H42 -0.224 -5.641 -1.023  0.093
Ba1 -0.181 -0.111 0.815  1.611
C24 1.946 0.430 2.080  -0.222
O1 2.651 0.815 2.871  0.131
N2 -1.320 -0.248 -1.222  -0.199
C25 -0.922 0.527 -2.094  -0.464
C26 -1.755 0.384 -3.393  -0.557
C27 -1.362 1.398 -4.434  -0.064
C28 -1.505 -1.028 -3.921  -0.053
C29 -3.240 0.523 -2.999  -0.043
H43 -1.505 2.429 -4.094  0.072
H44 -0.324 1.272 -4.757  0.079
H45 -2.003 1.256 -5.305  0.090
H46 -1.853 -1.779 -3.204  0.063
H47 -2.055 -1.162 -4.853  0.092
H48 -0.439 -1.205 -4.118  0.085
H49 -3.743 1.208 -3.686  0.084
H50 -3.726 -0.455 -3.055  0.083
H51 -3.382 0.891 -1.973  0.060
Br1 -4.861 -1.452 4.582  0.792
C30 -3.337 -0.372 4.263  -0.651
C31 -2.957 0.598 5.189  -0.078
C32 -1.821 1.372 4.942  -0.027
C33 -1.087 1.156 3.778  -0.143
N3 -1.477 0.208 2.896  -0.217
C34 -2.577 -0.558 3.106  -0.184
H52 -3.535 0.746 6.092  0.114
H53 -1.492 2.137 5.637  0.118
H54 -0.187 1.736 3.558  0.100
H55 -2.838 -1.307 2.364  0.104

Force components x, y, z for each atom (eV/Å):
-0.5662 0.5311 0.0753
0.5130 -0.0082 0.6362
-0.1084 -0.3800 0.3195
-0.1497 0.0058 0.1772
-0.0088 0.1108 0.0998
0.1940 0.0011 -0.3766
0.1893 -0.1467 -0.2316
0.2396 -0.0639 -0.3121
-1.0132 -0.1753 0.7177
-0.6883 3.5785 -1.0774
0.1452 -4.0050 0.3126
0.9354 -0.8564 -0.5683
0.6392 0.2893 -0.1697
-0.1973 -0.2120 -0.2715
-0.1197 0.7932 0.5110
0.0603 -0.5712 -0.0185
0.2404 0.3879 -0.5353
0.0885 1.1260 -0.1287
0.0862 -0.8090 0.3953
0.4011 -0.8855 -0.0932
0.1514 0.0000 -0.0141
0.0395 0.0131 -0.3109
0.3453 -0.1656 0.1134
-0.0830 0.4622 -0.1885
-0.3106 0.3053 -0.0094
0.0004 0.0888 -0.2443
-0.2177 -0.0356 0.0919
-0.0032 0.1684 0.1023
-0.5885 0.5390 -0.1355
-0.1020 -0.0623 -0.2146
-0.2803 0.0275 0.1653
0.2958 0.1886 0.1000
0.3631 0.1355 -0.0390
0.1556 0.1556 -0.2407
-0.2252 0.1066 0.0735
-0.0100 -0.3128 0.1492
-0.1360 0.1884 -0.0055
0.0082 0.2759 -0.3266
-0.1130 -0.1912 0.2843
-0.1129 -0.1399 -0.2797
1.0052 1.1168 -0.2187
0.3093 0.0771 0.2134
-0.0509 0.0296 -0.3681
-0.0622 0.2713 -0.1877
0.1856 -0.2077 0.0277
-0.1926 0.0467 -0.0892
0.2096 -0.2402 -0.1217
0.2024 0.0488 0.1482
-0.0149 -0.2882 0.0331
-0.1667 -0.1310 0.1280
0.0040 -0.2100 -0.1671
-0.0598 0.2530 -0.1262
0.5684 -0.7184 1.3577
-0.1715 -0.0966 0.3151
0.1837 -0.4362 0.0504
0.1510 0.0650 -0.0826
0.0866 0.0365 0.0311
-0.1832 0.0352 -0.0197
0.2024 0.0361 0.1700
-0.0064 -0.2227 0.0275
-0.1007 -0.2596 -0.0973
0.1531 -0.1104 0.4163
0.1342 0.3753 0.0053
0.1348 -0.2475 -0.2410
-0.4455 -0.6662 -0.7137
-0.2537 -0.0272 0.0008
0.1395 0.1463 -0.1947
-0.0068 -0.2919 0.0130
-2.4441 -0.7469 -0.1756
2.8303 0.8127 1.3509
-0.2567 0.0054 -0.1068
0.2338 -0.1241 0.3988
-1.1264 -0.2722 -0.9498
0.6331 0.7808 0.2726
-0.1824 0.2554 -0.7326
0.0886 -0.1216 -0.1778
-0.2279 0.1084 -0.0949
0.0356 -0.1404 -0.0385
-0.0786 0.0225 0.0014
0.0920 0.1367 -0.2198
0.0819 0.2454 -0.0997
0.0173 -0.0805 -0.0868
-0.1345 0.0384 -0.0351
-0.1343 -0.1029 -0.0037
-0.0961 0.1873 0.0264
0.0897 -0.1701 -0.4007
0.2753 0.1859 -0.0994
0.0694 -0.1075 -0.1271
0.3302 0.0664 -0.3194
0.1228 -0.0028 -0.1608
-1.2224 -1.0475 0.0805
-1.3953 0.0812 1.9807
0.7336 1.3700 0.9797
-0.0165 -0.0143 -0.0269
-0.1627 -0.1323 0.0154
-0.2238 -0.1777 -0.0945
0.0561 0.1020 0.0005

---

Calculated M in order - 820.83 801.01 g/mol